Entry from OMol25: a cluster of 2 separate species, CH6NO in total (the ωB97M-V functional and the def2-TZVPD basis).

Each line ends with the Mulliken charge.
CARTESIAN COORDINATES (ANGSTROEM)
O -1.2074 -2.6267 0.4393  -1.1190
H -0.6140 -2.3057 1.1258  0.1742
C 0.5751 1.0602 -0.5157  -0.7434
N -0.1267 0.3858 0.5663  -0.6331
H 0.4680 0.5906 -1.5033  0.2568
H 1.6503 1.1250 -0.3464  0.2714
H 0.2020 2.0801 -0.6338  0.2680
H -1.0993 0.2882 0.2898  0.2759
H 0.1522 -0.5974 0.5780  0.2493

**E_HOMO**: -0.083 hartree
**ΔE to the lowest compared entry with this formula, charge and spin**: 29.4 kJ/mol
**Multiplicity**: 1
**Charge**: -1

Entry from OMol25: a structure of composition C12H26AsO2S at a distorted geometry (the ωB97M-V functional and the def2-TZVPD basis).

Each line ends with the Mulliken charge.
CARTESIAN COORDINATES (ANGSTROEM)
C 0.4406 4.5165 -3.3574  -0.4887
C -0.1498 3.8908 -2.3460  -0.1702
C -1.1354 2.8996 -1.5380  -0.4217
As -0.2524 1.1382 -0.9757  0.6561
C 0.1364 0.5986 -2.8877  -0.9660
S 1.7401 2.2128 -0.7220  -0.4649
C -0.8140 1.5776 0.9349  -1.2520
C -2.4085 1.5864 1.1797  -0.2440
C -2.8475 1.0668 2.6692  -1.0506
C 0.5625 -0.6663 -0.4019  -0.6952
O 1.9939 -0.7615 -0.6659  -0.3029
C 2.7669 -0.9638 0.5390  -0.3611
C 2.7639 -2.5186 1.0618  -0.4149
O 1.5152 -2.9209 1.6770  -0.2788
C 0.9084 -4.0748 1.0515  -0.2405
C -0.6766 -3.8444 0.6930  -0.8645
H 1.1646 5.1149 -4.0159  0.3114
H -1.5027 3.5202 -0.6218  0.2346
H -2.0788 2.6044 -2.1291  0.3182
H -1.6176 0.3489 -1.1109  0.1215
H 0.9674 -0.1914 -3.0075  0.2321
H -0.8295 0.1063 -3.3215  0.2540
H 0.3922 1.4646 -3.5980  0.2515
H 1.7026 2.9628 0.4740  0.0887
H -0.4494 2.6704 1.1259  0.4199
H -0.3019 0.9352 1.7413  0.3397
H -2.7664 2.6975 1.1380  0.2053
H -3.0281 1.0244 0.3933  0.3089
H -2.1809 1.6433 3.4102  0.2709
H -2.6667 -0.0788 2.6912  0.1983
H -3.9479 1.3241 2.9115  0.3381
H 0.2535 -0.9117 0.6768  0.3471
H 0.0519 -1.4437 -1.1067  0.0003
H 2.5304 -0.2226 1.3888  0.2374
H 3.8787 -0.7617 0.2451  0.2968
H 3.5676 -2.5351 1.9113  0.2502
H 3.1619 -3.2132 0.2411  0.2689
H 0.9059 -4.9264 1.8466  0.2755
H 1.3947 -4.4261 0.0751  0.2440
H -0.7382 -3.2972 -0.3191  0.1977
H -1.1921 -4.8749 0.5214  0.3632
H -1.2148 -3.2714 1.5275  0.1853

**E_HOMO**: -0.135 hartree
**ΔE to the lowest compared entry with this formula, charge and spin**: 0.0 kJ/mol
**Multiplicity**: 1
**Charge**: -1

Entry from OMol25: the molecule C16H24O5 (the ωB97M-V functional and the def2-TZVPD basis).

Each line ends with the Mulliken charge.
CARTESIAN COORDINATES (ANGSTROEM)
C -4.8041 -1.0548 -0.7749  -0.6915
O -4.3253 -1.4263 0.5044  -0.4581
C -3.0692 -0.9067 0.8522  0.0871
C -3.0226 0.6239 0.8553  -0.8051
C -1.8400 1.2015 1.6540  -0.3891
O -2.0935 2.5269 2.0361  -0.6492
C -0.5178 1.0826 0.8733  -0.4987
C -0.5108 1.9006 -0.3900  0.6519
O -1.1463 2.9209 -0.5383  -0.6652
C 0.3248 1.3303 -1.5348  0.0637
C -0.6105 0.4524 -2.3730  -1.2581
O 1.3991 0.5338 -1.0950  -0.2209
C 2.5131 1.2723 -0.6499  -0.6094
C 3.5689 0.3560 -0.0895  0.5293
C 3.4591 -1.0217 -0.2004  -0.3568
C 4.4478 -1.8435 0.3136  -0.5815
C 5.5533 -1.2960 0.9401  -0.4454
C 5.6671 0.0800 1.0535  -0.5218
C 4.6799 0.9020 0.5425  -0.5419
O -2.0565 -1.3852 0.0034  0.0849
C -1.8207 -2.7735 0.1161  -0.9673
H -5.1825 -0.0284 -0.7760  0.2608
H -4.0212 -1.1549 -1.5317  0.2549
H -5.6197 -1.7396 -0.9991  0.2656
H -2.9113 -1.2884 1.8759  0.3603
H -2.9849 0.9875 -0.1724  0.3462
H -3.9439 0.9779 1.3225  0.3694
H -1.7447 0.6445 2.5950  0.5167
H -2.0568 3.0691 1.2311  0.4344
H -0.3034 0.0432 0.6308  0.2468
H 0.2906 1.4572 1.5087  0.3260
H 0.6921 2.1669 -2.1520  0.4198
H -1.4069 1.0604 -2.7938  0.4012
H -0.0428 -0.0062 -3.1780  0.4404
H -1.0371 -0.3277 -1.7481  0.0606
H 2.2155 2.0017 0.1206  0.3487
H 2.9385 1.8475 -1.4917  0.3410
H 2.5942 -1.4390 -0.6904  0.4383
H 4.3541 -2.9158 0.2226  0.3838
H 6.3248 -1.9374 1.3398  0.3787
H 6.5271 0.5136 1.5425  0.3817
H 4.7691 1.9755 0.6323  0.3938
H -1.0559 -3.0147 -0.6194  0.2497
H -1.4618 -3.0223 1.1210  0.3100
H -2.7291 -3.3460 -0.0890  0.3146

**E_HOMO**: -0.340 hartree
**ΔE to the lowest compared entry with this formula, charge and spin**: 11.1 kJ/mol
**SMILES string**: COC(C[C@H](O)CC(=O)[C@H](C)OCc1ccccc1)OC
**Multiplicity**: 1
**Charge**: 0

Listing calculated total energy for the structures above in their given order: -171.65839; -3256.94103; -1000.24235 Ha.